# 1
DFT (wB97M-V/def2-TZVPD) results for a single C5H11NOS molecule at a distorted geometry.

```
19
Properties=species:S:1:pos:R:3:forces:R:3
C 2.3911 -1.7282 0.1361 -0.464 0.438 -0.275
S 2.2567 0.1054 0.0588 -0.510 -0.545 -0.298
C 0.8554 0.3062 -1.1530 1.009 1.017 -0.180
C -0.3327 1.1516 -0.6733 0.862 -0.993 1.120
C -0.9613 0.6471 0.6544 -1.785 0.578 -0.986
N -0.8963 -0.7933 0.7983 0.515 0.639 0.671
C -2.4274 1.2074 0.6652 1.084 0.086 0.094
O -2.6210 2.3216 0.2644 -0.668 0.049 0.008
H 2.8273 -2.1590 -0.7720 0.135 0.250 0.233
H 1.3814 -2.1306 0.2448 0.147 0.038 0.247
H 2.9881 -1.9683 1.0167 -0.037 -0.026 -0.159
H 1.3074 0.9527 -1.9337 -0.242 -0.850 -0.005
H 0.6074 -0.6706 -1.5596 -0.032 0.002 -0.013
H 0.0966 2.1360 -0.5117 -0.505 0.283 -0.072
H -1.0920 1.1768 -1.4536 0.068 0.186 -0.074
H -0.5792 1.2193 1.5143 0.613 -0.717 -0.067
H -1.4261 -1.0519 1.6179 -0.090 -0.581 -0.227
H -1.1293 -1.3139 -0.0358 -0.362 0.120 0.176
H -3.2460 0.5916 1.1216 0.260 0.026 -0.191
```
Positions in Å, forces in eV/Å.

Computed properties:
* LUMO: 0.8 eV
* energy above the lowest of the compared OMol25 structures with the same formula, charge and spin: 1.822 eV
* structure (SMILES): CSCC[C@H](N)C=O
* gap between HOMO and LUMO: 9.2 eV
* E_tot: -725.25792 a.u.
* HOMO energy: -8.36 eV

# 2
DFT (wB97M-V/def2-TZVPD) results for a molecular structure, C23H43Cl3N3O4SiTb at a distorted geometry.

```
78
Properties=species:S:1:pos:R:3:forces:R:3
C 3.3520 -2.1970 -6.2054 -0.044 0.089 -0.024
C 2.7007 -1.5219 -7.3927 0.095 -0.195 -0.490
H 3.0382 -3.2441 -6.1296 0.062 0.184 0.073
H 3.0926 -1.6736 -5.2734 0.127 -0.263 -0.354
H 4.4462 -2.1759 -6.3540 -0.282 -0.055 0.161
C 2.7195 -2.0983 -8.6009 0.145 0.666 0.258
C 3.2628 -3.4593 -8.8652 0.155 -0.507 -0.413
H 2.4121 -1.5493 -9.4929 -0.041 -0.131 0.439
H 2.8056 -4.2295 -8.2235 0.174 0.231 -0.144
H 4.3574 -3.5058 -8.7332 -0.297 -0.042 0.026
H 3.0457 -3.7146 -9.9137 0.158 -0.157 0.349
Tb 0.6846 0.3136 -1.9742 0.045 0.241 -1.335
Cl 2.2129 1.8001 -3.3895 0.222 -0.178 0.349
C -0.3788 3.3532 -2.6093 -0.907 -0.697 -0.526
O -0.7075 2.1527 -2.3765 0.220 1.894 0.059
N -1.2278 4.2727 -3.0906 0.121 -0.677 0.309
C -2.6414 3.9478 -3.3306 -0.031 -0.082 -0.254
C -0.7044 5.5504 -3.5767 0.237 0.093 0.097
H 0.6544 3.6928 -2.4627 -0.196 -0.060 -0.068
H -3.0759 3.4665 -2.4381 0.241 0.145 -0.434
H -2.7564 3.2834 -4.2101 0.111 0.271 0.500
H -3.1678 4.8955 -3.5328 0.184 -0.481 0.148
H 0.0627 5.8883 -2.8663 -0.228 0.118 -0.307
H -1.5241 6.2859 -3.6300 0.447 -0.330 0.128
H -0.2429 5.4488 -4.5719 -0.257 -0.018 0.294
H -3.0079 1.7637 1.7490 0.148 -0.267 -0.070
H -0.9600 1.8373 3.8293 -0.021 -0.220 -0.108
C -2.6081 0.7398 1.7024 0.182 0.099 0.174
C -0.8093 0.8199 3.4429 0.261 0.255 0.025
N -1.1763 0.7274 2.0372 -0.382 0.137 -0.014
H -2.7612 0.3306 0.7044 0.068 0.103 0.100
C -0.2498 0.8038 1.0965 -0.157 -0.138 -0.852
O -0.5218 0.8186 -0.1309 -0.020 -0.010 1.560
H 0.2470 0.5613 3.5351 -0.129 0.031 0.134
H 0.7985 0.8330 1.4228 -0.190 -0.057 0.052
H -3.1338 0.1314 2.4429 0.063 0.051 -0.149
H -1.4065 0.1309 4.0397 0.050 -0.041 -0.107
H -0.0892 -5.3156 -0.0876 -0.312 0.154 -0.361
H -0.0353 -3.7407 -3.4256 0.052 0.036 -0.105
C -1.0402 -5.0730 -0.5957 0.008 0.297 0.788
C -0.9057 -4.1787 -2.9512 -0.030 -0.137 0.012
N -0.8971 -3.9274 -1.5077 0.095 0.664 0.709
H -1.7900 -4.8808 0.1964 0.283 -0.022 -0.499
C -0.6473 -2.6942 -1.0617 0.403 0.174 -1.627
O -0.3317 -1.7493 -1.8516 -0.480 -1.318 1.249
H -1.7954 -3.7489 -3.4168 0.126 0.034 0.069
H -0.7273 -2.5083 0.0149 0.085 -0.222 -0.039
H -1.3486 -5.9438 -1.1696 -0.060 0.149 0.064
H -0.9157 -5.2581 -3.0850 0.068 0.098 -0.163
O 1.3544 -0.1797 -5.8892 0.506 -0.360 -1.126
C 2.1896 -0.1284 -7.1046 -0.487 0.134 1.221
C 0.7517 0.1005 -9.2265 -0.203 0.083 -0.304
C 1.6093 0.6601 -8.2868 0.773 -0.050 0.120
H 0.4682 -0.9478 -9.1148 -0.173 0.512 -0.015
C 0.3065 0.8453 -10.3311 0.410 -0.033 0.609
H 3.0502 0.4427 -6.7265 -0.041 0.016 -0.249
C 2.0985 1.9586 -8.5102 -0.267 -0.469 -0.176
H -0.3721 0.3846 -11.0323 -0.078 -0.005 -0.124
C 0.7520 2.1519 -10.5184 0.038 -0.263 0.350
C 1.6631 2.6953 -9.6067 -0.047 0.093 -0.060
H 2.8635 2.3415 -7.8375 -0.265 0.123 -0.048
H 0.4027 2.7291 -11.3709 0.102 -0.047 0.139
H 2.0389 3.7044 -9.7629 -0.026 -0.158 0.022
Si -0.3296 -0.4194 -5.8062 -1.127 3.461 -1.155
Cl -0.0308 -2.5495 -5.7846 0.575 -2.118 1.261
C -1.4841 -0.7922 -7.2764 -0.131 -0.350 -0.760
C -0.4741 1.5737 -5.8903 0.219 0.276 -0.464
C -1.5987 -0.2703 -4.3405 0.406 -1.066 0.732
H -1.4594 -0.1042 -8.1139 -0.116 0.416 0.049
H -2.5128 -0.8320 -6.9057 -0.001 0.057 0.006
H -1.2739 -1.7902 -7.6890 -0.186 0.401 -0.012
H -2.5354 -0.3162 -4.8976 0.049 0.018 -0.098
H -1.6939 0.6364 -3.7301 0.409 -0.126 -0.208
H -1.5869 -1.1497 -3.7128 -0.340 -0.315 0.449
H -0.2356 1.9050 -6.9040 -0.043 0.143 -0.139
H 0.2725 2.0624 -5.2525 -0.031 -0.171 0.071
H -1.4392 2.0130 -5.6342 -0.418 -0.035 -0.025
Cl 2.5143 -0.4056 -0.3563 -0.078 -0.075 0.252
```
Positions in Å, forces in eV/Å.

Computed properties:
* LUMO (spin up / spin down): -0.3 / -0.3 eV
* spin multiplicity: 7
* energy above the lowest of the compared OMol25 structures with the same formula, charge and spin: 3.777 eV
* gap between HOMO and LUMO (spin up / spin down): 6.2 / 6.2 eV
* E_tot: -3862.12961 a.u.
* expectation value of S²: 12.684
* HOMO energy (spin up / spin down): -6.45 / -6.45 eV

# 3
DFT (wB97M-V/def2-TZVPD) results for a molecular structure, C5H8N2O2 at a distorted geometry.

```
17
Properties=species:S:1:pos:R:3:forces:R:3
N -0.7484 4.3003 -0.5748 0.767 -1.099 0.581
C -0.3052 3.2502 -0.3636 -0.899 0.920 -0.646
C 0.0445 1.8193 -0.4309 0.034 -0.202 -0.212
N 0.4074 1.2396 0.8461 0.237 -0.786 0.455
C 0.4292 -0.0182 0.9081 -0.287 1.328 0.148
C 0.6236 -1.0654 1.9710 0.161 -0.006 0.395
C 0.2489 -2.0415 0.8458 0.095 -0.268 -0.032
O 0.1339 -0.9149 -0.0806 -0.112 -0.412 -0.434
H -0.8457 1.3097 -0.8459 0.425 0.243 -0.093
H 0.8763 1.7268 -1.1513 -0.372 -0.058 0.135
H 1.6506 -1.1418 2.3447 -0.280 -0.002 -0.079
H -0.0815 -1.0034 2.8078 0.226 0.038 -0.234
H 1.0330 -2.7305 0.5134 -0.226 0.168 0.087
H -0.7131 -2.5557 0.9465 0.251 0.139 -0.018
O -0.6829 -0.6160 -2.8622 -0.763 -0.060 -0.166
H -0.4191 -0.8027 -1.9494 -0.244 -0.034 -0.110
H -1.6514 -0.7557 -2.9247 0.987 0.089 0.224
```
Positions in Å, forces in eV/Å.

Computed properties:
* LUMO: 0.4 eV
* energy above the lowest of the compared OMol25 structures with the same formula, charge and spin: 2.654 eV
* gap between HOMO and LUMO: 10.9 eV
* E_tot: -455.26094 a.u.
* HOMO energy: -10.49 eV

# 4
DFT (wB97M-V/def2-TZVPD) results for 2 unconnected molecules or ions with the total composition C5H9BO at a distorted geometry.

```
16
Properties=species:S:1:pos:R:3:forces:R:3
B 2.4460 -1.1395 -0.5919 -4.372 0.692 1.831
C -0.4219 0.1880 -1.1842 -0.296 -0.807 1.003
C 0.2798 -0.3504 -0.1832 4.602 -1.067 -3.267
C -1.7449 0.6887 -0.6570 1.911 1.590 2.451
C -0.3049 -0.2765 1.1241 -1.200 -0.212 2.454
C -1.5454 0.6399 0.9938 2.518 1.260 -2.756
O 3.2475 -0.1541 -0.3115 2.253 1.775 -1.321
H 2.5607 -2.3041 -0.6313 0.360 -0.345 -0.695
H -0.2242 0.1161 -2.2523 0.181 0.154 0.271
H -1.8765 1.7166 -0.9218 -0.549 0.645 -0.485
H -2.5379 0.0841 -0.9847 -1.351 -0.682 -0.280
H -0.5367 -1.3041 1.5016 0.019 0.656 -0.186
H 0.2853 0.2062 1.9022 0.682 -0.383 -0.098
H -1.3513 1.5829 1.6046 -0.342 -0.741 -1.565
H -2.3989 0.2462 1.3412 -3.020 -1.622 1.639
H 4.1232 0.0601 -0.7496 -1.394 -0.913 1.005
```
Positions in Å, forces in eV/Å.

Computed properties:
* LUMO: 0.3 eV
* energy above the lowest of the compared OMol25 structures with the same formula, charge and spin: 3.093 eV
* gap between HOMO and LUMO: 8.4 eV
* E_tot: -295.89085 a.u.
* HOMO energy: -8.10 eV

# 5
DFT (wB97M-V/def2-TZVPD) results for 3 unconnected molecules or ions with the total composition C19H34INO11P3S2 at a distorted geometry.

```
71
Properties=species:S:1:pos:R:3:forces:R:3
C -4.9499 -6.9199 -2.8583 1.169 0.847 -0.021
C -3.6680 -6.2203 -2.2980 1.887 -0.117 -0.158
C -3.6704 -5.1576 -1.3113 0.718 -0.353 -0.266
C -2.4773 -4.5020 -0.8214 0.382 -1.822 -1.757
C -1.1701 -4.9289 -1.3483 -2.663 -0.076 0.137
C 0.0767 -4.1963 -0.7849 -1.035 -0.226 -0.360
C 1.1806 -3.7712 -1.8486 -0.575 -0.587 1.383
P 2.1420 -2.1987 -1.2907 1.219 1.441 -0.956
O 1.2533 -0.8330 -1.7308 0.621 -1.380 0.556
I 2.2672 -2.1135 1.1515 -0.430 -0.315 -0.343
N 2.2376 -4.8117 -1.6199 1.843 -1.111 0.785
C 2.7393 -5.6096 -2.5269 -2.182 0.792 -1.680
S 3.9587 -6.8541 -2.1136 -0.301 0.623 0.003
S 1.9474 -5.1733 -4.0763 0.626 -0.931 0.860
C 0.8634 -3.8109 -3.3882 0.338 0.580 -0.678
C 1.2292 -2.5828 -4.3091 -0.470 0.428 -0.724
C -0.0113 -1.6240 -4.4409 -0.183 0.328 -0.121
O -0.9546 -1.6592 -3.7050 0.373 -0.573 -0.036
O 0.0102 -0.7425 -5.5087 0.853 -1.176 0.091
C -1.1824 -6.0131 -2.3049 -0.163 0.124 0.004
C -2.3693 -6.6768 -2.8130 -0.512 2.326 2.068
H -4.6466 -7.3990 -3.8258 -0.471 0.206 0.952
H -5.7005 -6.1326 -3.1035 0.280 -0.813 0.408
H -5.3125 -7.6816 -2.1298 0.021 0.646 -0.673
H -4.6561 -4.8354 -0.9033 0.893 -0.238 -0.385
H -2.5654 -3.6982 -0.0598 0.138 -0.661 -0.718
H -0.2336 -3.2685 -0.2325 0.012 -0.932 -0.630
H 0.5156 -4.8693 0.0050 -0.065 0.772 -0.826
H 1.9270 -0.1196 -1.7226 -0.503 -0.223 -0.011
H 2.6112 -5.0069 -0.6793 -0.646 0.646 -0.131
H 3.5567 -8.0060 -2.7417 -0.367 1.014 -0.126
H -0.2129 -3.9962 -3.6572 1.025 -0.383 0.886
H 1.3848 -2.9849 -5.3518 -0.074 0.416 0.977
H 2.1719 -2.0470 -4.0490 -0.782 -0.338 -0.089
H -0.7873 -0.8485 -6.0580 0.065 0.273 0.613
H -0.1942 -6.3492 -2.7122 -0.962 0.212 0.385
H -2.3027 -7.4805 -3.5727 -0.001 0.660 0.663
C 4.7530 1.2679 4.2662 0.514 0.453 0.068
O 3.4435 1.5091 3.7605 -3.548 0.674 -0.343
P 3.2783 2.1668 2.2072 8.321 -1.864 -2.072
O 3.9146 1.0017 1.4917 -1.315 0.162 0.131
O 4.3958 3.3284 2.5313 -0.860 0.237 0.225
C 4.1086 4.3169 3.5195 0.168 0.153 0.087
O 2.8730 2.9800 0.7589 -2.731 -0.338 2.110
C 1.6243 3.6942 0.7903 -0.233 0.297 -0.083
H 4.7654 0.2690 4.7009 -0.242 -0.004 -0.065
H 5.5159 1.3297 3.4918 -0.133 -0.024 -0.028
H 4.9697 1.9945 5.0512 0.050 -0.023 -0.021
H 4.9505 4.3695 4.2113 -0.041 0.011 -0.022
H 3.2051 4.0792 4.0849 0.057 0.049 0.070
H 3.9910 5.2874 3.0363 -0.045 -0.023 0.006
H 1.6353 4.4453 1.5838 -0.183 0.063 -0.088
H 0.7986 2.9991 0.9553 -0.092 0.204 -0.051
H 1.4815 4.1917 -0.1674 0.123 -0.048 0.028
C -3.7623 4.6181 3.8172 0.061 0.321 0.629
O -3.6467 5.1788 2.5130 -0.652 1.513 -3.256
P -2.2051 5.9587 2.0857 4.213 -3.748 6.787
O -1.3370 4.7339 2.2103 -0.427 0.498 -1.106
O -2.2011 6.8179 3.4885 -0.431 0.444 -0.698
C -3.2309 7.7767 3.7232 -0.019 0.105 0.216
O -0.9278 6.9386 1.5002 -2.804 0.273 -2.081
C -1.3037 7.9087 0.5119 0.108 0.282 -0.112
H -4.1748 3.6151 3.7142 0.000 0.058 -0.260
H -2.8043 4.5592 4.3311 -0.010 0.008 -0.140
H -4.4552 5.2237 4.4041 0.036 -0.031 0.038
H -3.6559 7.5937 4.7110 0.005 0.026 -0.045
H -4.0291 7.7092 2.9808 -0.059 0.017 0.091
H -2.8019 8.7794 3.7069 -0.017 -0.010 -0.035
H -2.0622 8.5877 0.9119 0.045 0.106 -0.104
H -1.6915 7.4081 -0.3789 0.062 0.156 -0.051
H -0.4221 8.4848 0.2368 0.001 -0.072 0.095
```
Positions in Å, forces in eV/Å.

Computed properties:
* net charge: +1
* LUMO: -4.0 eV
* gap between HOMO and LUMO: 7.1 eV
* E_tot: -3744.49744 a.u.
* HOMO energy: -11.08 eV

# 6
DFT (wB97M-V/def2-TZVPD) results for a single C6H9N molecule.

```
16
Properties=species:S:1:pos:R:3:forces:R:3
C 1.6764 0.4994 0.2996 -0.004 0.048 0.084
C 0.4509 -0.3063 -0.0253 -0.222 0.215 0.052
C -0.8120 0.1488 -0.0425 -0.037 -0.022 0.207
C -1.2644 1.5209 0.5485 0.256 0.246 0.084
C -2.1318 -0.2511 -0.2120 0.232 -0.375 -0.190
C -0.0520 -2.4191 -1.1384 0.323 0.067 0.334
N 0.7277 -1.6684 -0.3989 -0.409 0.074 -0.159
H 1.4121 1.4761 0.7094 0.060 -0.144 -0.030
H 2.2940 0.6684 -0.5948 -0.140 -0.068 0.148
H 2.3137 0.0001 1.0416 -0.109 0.044 -0.064
H -2.2471 1.9023 0.2277 0.186 -0.397 -0.049
H -0.5308 2.2352 0.1866 -0.017 0.210 0.063
H -1.2842 1.4636 1.6377 0.136 0.060 -0.180
H -2.5638 0.1685 -1.1364 0.181 -0.266 -0.010
H 0.4325 -3.4216 -1.1546 -0.251 0.241 -0.046
H 1.5789 -2.0169 0.0519 -0.188 0.067 -0.243
```
Positions in Å, forces in eV/Å.

Computed properties:
* LUMO: 0.3 eV
* energy above the lowest of the compared OMol25 structures with the same formula, charge and spin: 6.700 eV
* gap between HOMO and LUMO: 8.1 eV
* E_tot: -288.53581 a.u.
* HOMO energy: -7.74 eV

> Which value of E_tot does entry 2 give?

-3862.12961 a.u.